DFT (ωB97M-V/def2-TZVPD) results for a single C7H7N3S molecule in a non-equilibrium geometry.

Geometry as ORCA input:
```
! wB97M-V def2-TZVPD RIJCOSX def2/J DEFGRID3
* xyz 0 1
C 1.68 -2.15 -2.36
C 0.42 0.92 0.24
C 1.30 1.11 -0.80
C 1.37 -1.03 -1.70
C -0.19 -0.22 0.76
C -0.04 -1.47 0.21
C -2.11 1.06 1.59
N 1.69 -3.14 -2.98
N 1.84 0.18 -1.67
N -1.18 -0.01 1.74
S -0.53 -2.95 0.41
H 0.09 1.74 0.74
H 1.54 2.22 -0.97
H -2.96 0.79 2.05
H -1.71 2.09 2.15
H -2.35 1.30 0.63
H 2.54 0.34 -2.34
H -1.39 -0.77 2.30
*
```

**Relative energy (zero: lowest compared OMol25 entry of this formula, charge and spin)**: 160.3 kcal per mole
**Molar mass**: 165.221 g mol⁻¹